Entry w
Density functional theory data (the ωB97M-V functional and the def2-TZVPD basis) for a cluster of 2 separate species, C5H6 in total.

Atoms and positions in Å:
C 1.9953 0.6550 -1.0402
C 0.8811 0.0742 -1.2999
C -0.2636 -0.5596 -1.5017
H 2.6881 0.7150 -1.8572
H 2.0664 1.1802 -0.1282
H -1.1742 -0.2211 -1.9723
H -0.3113 -1.6366 -1.3698
C -0.9438 -0.1371 2.5918
C -1.9174 0.0809 1.9238
H -0.1675 -0.5134 3.2337
H -2.8530 0.3624 1.4201

- SMILES: C=C=C.C#C
- HOMO energy: -9.668 eV
- 2S+1: 1
- Kohn-Sham gap: 10.79 eV

=====

Entry x
Density functional theory data (the ωB97M-V functional and the def2-TZVPD basis) for the molecule C5H6.

Atoms and positions in Å:
C -2.5568 -0.5539 0.0369
C -1.5286 0.0453 -0.0714
C -0.1861 0.7670 -0.0761
C 0.9195 0.0254 0.5686
C 1.8427 -0.5618 -0.2171
H -3.5288 -1.0202 0.0819
H 0.0910 0.9961 -1.0664
H -0.4378 1.8200 0.2722
H 0.8021 -0.0562 1.6770
H 2.8123 -1.0798 0.1264
H 1.7706 -0.3817 -1.3319

- SMILES: C#CCC=C
- HOMO energy: -9.910 eV
- 2S+1: 1
- Kohn-Sham gap: 11.05 eV

=====

Stability summary: most stable entry x, least stable entry w.

=====

Entry w
Density functional theory data (the ωB97M-V functional and the def2-TZVPD basis) for a structure of composition C2H7N2.

Atoms and positions in Å:
C 0.2302 1.9852 0.8547
N 0.6835 0.6944 0.4909
H -0.6213 2.5470 0.3363
H 0.7193 2.5504 1.6828
H 0.3619 0.1367 -0.4850
H 0.0322 0.7316 1.3002
C -0.6050 -1.7635 -0.8189
N 0.1375 -0.7059 -1.2942
H -0.8075 -2.0152 0.2552
H -0.8102 -2.5981 -1.4998
H 0.6795 -1.5625 -0.8222

- Total charge: +1
- HOMO energy: -14.147 eV
- 2S+1: 1
- Kohn-Sham gap: 8.17 eV

=====

Entry x
Density functional theory data (the ωB97M-V functional and the def2-TZVPD basis) for a cluster of 2 separate species, C2H7N2 in total.

Atoms and positions in Å:
C 0.5088 0.1596 -0.2804
C 1.5424 -0.2518 0.4716
N 2.9397 -0.2985 -0.0488
N -3.4660 0.1168 0.1046
H 0.5634 0.7057 -1.2951
H 1.5996 -0.4343 1.4635
H 2.8899 -0.7008 -0.9931
H 3.2582 0.7166 -0.1133
H -2.8192 0.6908 0.6090
H -2.7365 -0.3935 -0.4721
H -4.2802 -0.3107 0.5542

- Total charge: +1
- HOMO energy: -13.331 eV
- 2S+1: 1
- Kohn-Sham gap: 3.96 eV

=====

Stability summary: most stable entry x, least stable entry w.

=====

Entry w
Density functional theory data (the ωB97M-V functional and the def2-TZVPD basis) for a cluster of 2 separate species, C2H7N2 in total.

Atoms and positions in Å:
C 1.5430 0.1537 0.2228
C -1.7111 0.0019 -0.3940
N 2.4808 -0.2132 -0.5216
N -1.1086 -0.6302 0.5938
H 1.5035 1.1753 0.4646
H -2.7223 -0.4688 -0.4198
H -1.3927 -0.3524 -1.4060
H -1.7118 1.1323 -0.3080
H 3.1373 0.5812 -0.7678
H 2.8816 -1.1215 -0.6696
H -1.5154 -0.2606 1.5344

- Total charge: +1
- HOMO energy (spin up / spin down): -14.410 / -13.838 eV
- 2S+1: 1
- Kohn-Sham gap (spin up / spin down): 9.14 / 6.80 eV

=====

Entry x
Density functional theory data (the ωB97M-V functional and the def2-TZVPD basis) for the ion C2H7N2 with charge +1.

Atoms and positions in Å:
C -1.4184 -0.6428 -0.4686
N -0.6910 0.4593 -0.0501
C 0.6546 0.5635 -0.2682
N 1.3479 0.0777 0.9368
H 2.2228 0.5598 1.1486
H -2.0546 -0.9422 0.3846
H -0.8617 -1.5066 -0.8355
H 1.1000 0.0728 -1.1492
H 1.0120 1.6090 -0.3446
H -2.1606 -0.2288 -1.1774
H 0.8489 -0.0217 1.8236

- Total charge: +1
- HOMO energy: -15.312 eV
- 2S+1: 1
- Kohn-Sham gap: 6.66 eV

=====

Entry y
Density functional theory data (the ωB97M-V functional and the def2-TZVPD basis) for a cluster of 2 separate species, C2H7N2 in total.

Atoms and positions in Å:
C 1.6663 -0.1441 1.0197
N 2.4430 0.8446 1.1751
H 2.0698 -1.0521 0.5763
H 0.6802 -0.2226 1.4914
H 1.9400 1.5648 1.7039
C -1.5657 -0.4307 -1.6573
N -2.1508 -0.2450 -0.5428
H -1.8405 -1.2528 -2.3020
H -0.7896 0.2680 -1.9488
H -1.8623 0.5025 0.0930
H -2.8542 -0.9151 -0.2282

- Total charge: +1
- HOMO energy: -13.471 eV
- 2S+1: 1
- Kohn-Sham gap: 7.28 eV

=====

Stability summary: most stable entry y, least stable entry w.

=====

Entry w
Density functional theory data (the ωB97M-V functional and the def2-TZVPD basis) for a cluster of 2 separate species, C2H7N2 in total.

Atoms and positions in Å:
C -2.1380 -0.3577 -0.2380
C 2.3235 0.2645 0.0400
N -1.3778 0.3660 0.4887
N 1.2034 -0.2883 0.0638
H -3.0476 0.1796 -0.7086
H -1.7877 -1.2931 -0.7447
H 2.3263 1.3314 0.1002
H 3.1889 -0.2495 -0.1734
H -1.7049 1.2417 0.8231
H 1.3942 -1.2781 -0.2644
H -0.3803 0.0833 0.6134

- Total charge: +1
- HOMO energy: -15.342 eV
- 2S+1: 1
- Kohn-Sham gap: 10.15 eV

=====

Entry x
Density functional theory data (the ωB97M-V functional and the def2-TZVPD basis) for the ion C2H7N2 with charge +1.

Atoms and positions in Å:
C -0.2286 1.6579 0.3009
N 0.4101 0.2997 0.2655
C -0.1676 -0.7036 -0.3301
N 0.1670 -1.9658 -0.2181
H -0.5661 1.8536 1.3096
H 0.5080 2.3645 -0.0582
H -1.0223 1.6484 -0.4398
H 1.3801 0.2775 0.5565
H -1.0920 -0.5368 -0.8832
H 0.9700 -2.2927 0.2954
H -0.3587 -2.6026 -0.7985

- Total charge: +1
- SMILES: CNC=[NH2+]
- HOMO energy: -15.710 eV
- 2S+1: 1
- Kohn-Sham gap: 11.93 eV

=====

Stability summary: most stable entry x, least stable entry w.